{
  "formula": "C33H88O33S11",
  "method": "ωB97M-V/def2-TZVPD",
  "lumo_ev": -0.60,
  "e_above_lowest_kcal_mol": 1313.93,
  "e_homo_ev": -8.7,
  "gap_ev": 8.109,
  "energy_ev": -222341.7889,
  "elements": ["O", "H", "H", "O", "C", "C", "H", "O", "H", "H", "H", "H", "O", "H", "O", "C", "H", "H", "C", "C", "H", "H", "H", "H", "H", "C", "S", "C", "S", "C", "S", "C", "S", "H", "S", "O", "H", "C", "H", "S", "O", "H", "H", "C", "O", "C", "H", "H", "O", "O", "O", "H", "S", "O", "H", "H", "C", "O", "H", "O", "H", "H", "H", "O", "H", "H", "O", "H", "O", "H", "C", "C", "C", "C", "O", "C", "C", "H", "O", "O", "H", "H", "C", "O", "H", "H", "H", "H", "H", "C", "O", "O", "O", "H", "H", "H", "H", "H", "C", "H", "H", "H", "O", "H", "S", "H", "H", "H", "H", "H", "H", "H", "O", "H", "H", "C", "H", "C", "O", "H", "H", "O", "H", "H", "H", "H", "H", "H", "H", "C", "H", "C", "C", "H", "O", "H", "H", "H", "H", "H", "C", "H", "H", "S", "H", "C", "S", "O", "S", "C", "O", "H", "H", "C", "C", "H", "H", "H", "H", "H", "O", "C", "H", "O", "H"],
  "positions_angstrom": [[-1.5021, 3.2546, -1.7255], [-2.4409, 2.2730, -1.0208], [-5.8971, 1.2959, 2.2081], [0.1029, -1.2264, -2.3220], [-2.2524, -5.0781, -0.7787], [5.0708, -2.1137, -2.1666], [1.7624, -3.2613, -4.8766], [1.9124, -1.4087, -4.1255], [2.4971, -0.2529, 0.7352], [0.7869, -5.6182, -1.6069], [-0.4329, 4.0904, 1.8669], [5.3462, 3.2171, -0.6339], [-3.4199, 2.1109, 1.5827], [-2.4051, -4.7299, 1.3549], [-3.5604, -0.9312, 5.6167], [2.5296, -1.3287, 0.9076], [3.8040, 2.9276, -1.5243], [-5.4501, -0.2884, 2.9557], [-0.5592, -1.6539, -0.3426], [1.4572, -5.0184, -2.2225], [0.7742, 4.3723, 4.1351], [-3.7413, 3.0518, -1.8841], [-4.4449, -4.8130, -1.1352], [0.7486, 5.6205, -0.3862], [-0.7786, -1.7145, -1.4086], [-3.7408, -5.5777, -0.8071], [-1.5863, -0.2629, 0.2271], [3.3881, -3.1216, -3.5777], [4.2530, 1.0799, -0.0826], [-0.3031, 5.0601, 1.3862], [2.4509, 3.2500, 2.4333], [4.9560, -0.6536, -1.9943], [-0.9072, -3.5490, -2.4936], [0.7437, 0.9281, 1.3722], [-4.1556, 3.1040, 0.4363], [3.8972, -4.1036, -1.8588], [-4.2679, 0.3156, -0.5144], [-0.6203, -0.7690, -4.8707], [0.5017, -1.4569, 2.6001], [0.5743, -0.5687, -3.5427], [-1.8130, -4.8726, -2.1177], [-4.8758, -3.9512, 4.0950], [4.0383, 0.1848, 2.1800], [1.9768, -2.7704, -3.9273], [2.3723, -3.6058, 0.0084], [-0.1111, -2.3304, 2.8227], [0.4903, -1.3928, -0.2067], [-3.3128, -3.9647, 2.6174], [2.8242, 0.8817, -0.2477], [3.2425, 3.9027, 3.4994], [-2.2481, -2.5185, 4.1184], [2.8677, 2.8052, 0.2221], [-4.8687, -1.9477, -0.6827], [-3.6365, 4.4244, 0.6405], [3.4462, 1.3137, 4.9419], [3.1911, 4.6361, 0.5060], [-0.1208, 2.0955, -3.5910], [1.0023, 0.8658, -3.5016], [-3.2398, 0.2859, 2.5436], [0.4657, 6.0369, 2.0990], [1.4118, -2.0544, -0.9381], [-3.8864, -3.8754, 5.5844], [-1.9866, -2.0693, 1.4992], [-1.7243, -0.2965, 1.6772], [1.6486, -1.4778, 1.5318], [1.1076, -4.0225, -2.4947], [0.9831, 3.8488, -1.8870], [0.5504, 3.2907, -0.4270], [-5.7380, -1.8312, 0.4654], [3.9729, -0.4213, -2.4036], [-1.0614, -1.8037, 3.9131], [0.1891, 1.5660, 0.6840], [-3.5267, 2.3482, -1.0797], [-4.6542, -0.2467, -1.3645], [-5.5767, 2.7840, 0.4247], [-0.0790, 4.9700, 4.4559], [3.8788, 1.0057, 2.8792], [-1.5113, -5.7318, -0.3187], [0.9783, 3.4269, 2.2809], [-2.8178, 0.0074, -0.5718], [-4.1000, -4.2666, 1.0195], [-1.3375, -0.7776, 3.6701], [0.4477, 4.6883, 0.0919], [2.6822, 1.5932, 2.5141], [5.0150, -2.4171, -3.2120], [1.3746, 4.2138, 0.4141], [1.9100, 2.1738, -0.8202], [5.9861, -2.5317, -1.7476], [-0.5251, -1.6597, 4.8510], [3.3467, 3.5974, 0.7975], [-0.8335, 4.7269, -3.5227], [3.1261, -6.0348, -0.3293], [5.0879, -0.2526, -0.7099], [3.5096, 3.7802, -1.1217], [-3.7443, -6.3899, -1.5340], [0.5102, -3.1980, 3.0451], [-3.9791, -6.0181, 0.1611], [3.7056, -4.0514, -4.0496], [2.2972, -2.2263, -0.3260], [-4.8511, 1.2225, 3.6670], [-4.0659, 0.2259, 0.9486], [-3.0837, -2.7486, -3.5005], [-1.1926, 7.3390, 3.5579], [4.1511, -2.4448, -3.9624], [0.0385, 6.5772, 3.6223], [-2.1835, -4.1894, -0.1514], [-3.9038, -0.2390, -2.1550], [-5.4251, -3.0151, 5.5456], [3.1989, -2.0210, -0.9030], [3.5426, -3.1112, -2.4988], [5.7209, -0.2630, -2.6654], [1.8440, 2.9148, 0.6773], [-0.6129, 0.9934, -0.2573], [1.1722, -3.0962, -3.2681], [3.4026, -1.5953, 1.5033], [1.8813, 4.8068, -2.2921], [1.3271, 5.7394, -2.1862], [-3.9216, 0.7983, 1.8648], [4.8865, 1.4956, 1.1612], [-1.5672, -0.3360, -4.5482], [-0.8369, -1.8249, -5.0326], [-0.1482, -3.1136, -1.3144], [-0.2941, -0.2683, -5.7823], [-0.9227, -2.4940, 0.2492], [-5.5520, 0.2625, -1.7151], [3.9783, 5.2549, -1.7659], [-4.1330, 1.4689, -1.2971], [1.7476, -5.5790, -3.1110], [-1.6583, -1.7691, -3.8130], [4.7555, 2.5016, -1.2059], [4.3932, 3.3722, 1.0030], [3.0897, 4.7507, -1.3861], [-4.5759, -3.3306, 4.9395], [0.7055, 2.2851, -4.2761], [1.2545, 7.2516, 4.1993], [3.0835, -0.3704, 4.4988], [-0.4122, 2.1359, 1.3924], [4.3762, -2.6836, -1.5494], [-1.2599, 5.4591, 1.0495], [5.3413, 2.1754, -2.0653], [3.7315, 0.4825, 4.2971], [0.2408, 1.4361, -2.8021], [-0.2637, 5.1823, 5.5090], [-0.4837, 3.5962, -2.6643], [2.2148, 4.4570, -3.2691], [-2.9190, -2.5361, 1.1814], [2.8885, -4.8056, -1.0581], [-3.2433, -2.2594, -0.2118], [-3.7254, -1.7999, 4.4179], [1.1809, 2.4769, -0.0687], [-5.2133, -2.7904, -1.8385], [-0.5800, -2.4937, 1.8524], [-3.4792, -1.8168, 1.7787], [-2.2412, -2.2463, -3.0252], [-3.1817, -3.9866, 1.5356], [0.0172, 4.0024, -0.6376], [2.9175, 5.2774, -0.4475], [4.7260, 0.3466, 4.7221], [4.6352, 1.7822, 2.7653], [-2.5451, -1.6112, -2.1931], [-4.1755, -1.2485, 3.0702], [-5.1292, 0.7298, 2.7353], [-0.9348, 1.7235, -4.2133], [-0.1404, -3.9175, -3.6843], [-1.0066, 4.5841, 4.0332]],
  "forces_ev_per_angstrom": [[2.811, 1.373, 0.305], [-1.666, -1.129, 0.587], [-0.481, 0.151, 0.567], [3.167, 4.374, -6.591], [-0.923, 0.356, 0.778], [3.325, -0.004, 2.549], [-0.564, 0.013, -0.273], [-2.058, 3.788, 0.431], [-0.252, -1.825, 0.223], [-0.364, 0.200, -0.293], [-1.241, 1.525, 0.262], [-0.155, -0.305, -0.035], [-0.352, 1.626, -0.886], [-0.111, 0.313, 0.443], [-0.759, -1.744, -3.113], [-2.147, -1.639, 1.057], [1.586, -2.759, -1.249], [-0.933, 1.760, -0.664], [-4.313, 3.875, 4.076], [1.944, -0.825, 2.145], [-0.238, 0.405, 0.718], [-0.095, 0.386, 0.209], [0.205, 0.007, 0.216], [-0.605, 0.476, -0.081], [-2.327, 2.134, 4.003], [1.881, -0.791, -0.549], [0.911, 2.588, -0.415], [-2.311, 2.081, -4.271], [3.483, 1.213, -3.083], [-2.014, 0.016, -2.380], [1.591, -0.038, 1.900], [-0.534, -0.497, -3.682], [-3.074, -1.699, 0.364], [-0.178, -1.054, -0.312], [-0.335, -2.689, -0.284], [0.781, -9.392, 7.436], [-2.323, -0.809, -0.868], [0.111, 0.894, -0.422], [0.096, -0.208, 0.570], [4.351, -1.446, -1.698], [1.350, 1.830, -1.537], [0.029, 0.336, -0.019], [-0.074, 0.032, 1.198], [1.117, -1.627, -1.467], [-0.067, -2.976, 0.147], [-0.563, 0.453, 0.178], [-1.544, 0.531, 0.675], [-0.284, -0.346, -0.090], [3.895, -0.351, -0.572], [-1.997, -1.284, -1.851], [-2.320, -1.239, 0.562], [2.429, 1.442, -0.273], [-0.067, 1.689, -1.501], [-0.268, -0.762, 0.193], [-0.691, 0.121, -0.072], [0.166, -1.530, 2.034], [-5.113, 8.779, 0.366], [9.493, -15.548, -2.408], [0.296, 1.405, -1.310], [0.161, 0.574, 1.446], [1.445, -0.140, 0.208], [0.127, 0.222, -0.135], [-0.536, -1.431, -0.909], [1.960, 1.020, -1.878], [0.570, -0.220, 0.227], [1.721, -2.503, 1.689], [-1.395, -2.120, -5.173], [2.611, -6.329, 1.661], [1.027, -0.881, -0.617], [-0.315, 0.602, -0.099], [1.015, 1.821, 0.010], [2.633, 1.109, 1.096], [-1.364, 1.228, 0.404], [-2.950, -1.271, -0.327], [1.093, 0.893, 0.385], [-1.282, 1.222, -0.719], [-0.165, -1.273, 4.041], [-0.360, -0.681, -0.001], [5.983, -1.907, 3.285], [9.047, -0.732, 2.495], [0.087, -0.089, 0.562], [0.146, -0.087, -0.276], [-0.295, 5.801, 3.415], [-3.264, 2.542, -1.018], [2.072, 0.835, 2.046], [-1.126, 2.258, -0.451], [-2.031, -0.411, -0.461], [0.753, 0.502, 0.061], [0.048, -0.602, 0.240], [1.739, 0.145, 4.521], [1.280, -0.434, 1.048], [-0.286, 1.715, -0.551], [-0.334, 2.384, 4.457], [-2.387, 3.552, 0.083], [-0.262, -0.078, -0.077], [-0.088, 0.105, 0.370], [-0.161, 0.117, -0.223], [-0.340, -0.404, 0.431], [2.798, 0.984, -0.799], [-0.352, 0.108, 0.228], [0.045, 0.223, 0.956], [0.082, -0.442, 0.447], [1.034, -1.239, 0.001], [-2.471, 0.231, -2.096], [3.002, 1.052, 0.597], [0.217, -0.019, -1.511], [-0.627, -0.187, 0.024], [-0.033, 0.109, -0.231], [-0.651, 0.187, -0.381], [-2.048, 2.204, -4.046], [0.098, 0.960, 0.197], [-4.054, -1.989, -1.500], [-2.226, -2.723, -0.976], [2.258, 1.860, -0.906], [0.063, -0.361, -0.340], [1.059, 0.490, -1.102], [0.782, 0.505, -0.964], [-0.950, -0.498, 1.287], [1.399, -1.541, -6.279], [0.225, 0.505, -0.173], [0.939, 0.097, -0.516], [0.415, -9.264, -4.676], [0.387, -0.040, 0.185], [0.284, 0.964, -0.121], [-0.827, -1.099, -0.074], [-0.140, 0.306, -0.811], [0.680, 1.646, 0.273], [0.408, 0.014, 0.220], [-1.414, -0.648, 1.667], [0.613, -2.850, -0.441], [-0.394, 0.819, 0.561], [0.060, 2.426, -0.385], [0.173, 0.586, -0.083], [-0.682, 2.092, -0.081], [-3.095, -1.713, -2.013], [0.064, 0.007, -0.386], [-0.143, 0.297, -0.460], [1.557, 2.035, -0.178], [-0.164, 0.335, 0.489], [-0.097, -0.315, 0.047], [0.849, 1.099, 0.985], [-4.066, 3.855, 3.489], [0.486, -0.140, -0.052], [-1.003, 1.931, -4.735], [-0.105, 1.086, -0.619], [-1.232, -0.143, 0.188], [-0.799, 0.748, 0.030], [-2.118, -1.434, -0.888], [1.806, 1.370, -0.726], [-2.654, -2.887, 0.990], [0.935, 0.401, 2.085], [0.238, -0.385, 0.900], [-0.515, -1.364, -0.808], [1.309, -1.490, -0.148], [-0.493, 0.866, 1.492], [-3.175, 4.679, 2.295], [-0.618, 0.922, -1.851], [0.229, -0.832, -0.244], [-0.121, -0.830, 1.984], [0.345, -0.242, -0.170], [1.932, -4.787, 7.125], [-2.485, 2.689, -0.733], [-0.471, 0.518, 0.582], [-4.827, -0.001, -0.126], [0.024, -0.449, 0.095]],
  "lowdin_charge": [-0.3095, 0.0201, 0.0719, -0.3658, -0.2600, -0.1244, 0.1364, -0.1832, 0.0166, 0.0797, 0.0847, 0.0979, -0.2150, 0.0806, -0.2785, -0.0318, 0.0160, 0.0602, -0.2316, -0.0885, 0.0336, 0.0938, 0.0588, 0.1176, -0.0240, -0.0323, 0.9050, -0.1094, 0.8410, -0.2151, 0.8752, -0.3252, 0.8485, 0.1082, 0.7093, -0.3905, -0.0056, -0.0927, 0.0607, 0.9316, -0.2113, 0.0659, 0.0857, -0.3000, -0.1999, -0.0351, 0.0718, 0.0623, -0.3398, -0.2592, -0.2732, -0.0088, 0.7727, -0.2615, 0.0759, 0.0639, -0.2337, -0.3004, 0.0883, -0.2444, 0.0759, 0.0775, 0.0371, -0.3297, 0.0425, -0.0239, -0.4266, -0.0336, -0.2394, 0.1268, -0.2488, -0.2187, -0.1306, -0.1649, -0.2963, -0.0975, -0.3585, 0.1309, -0.3982, -0.4928, 0.0772, 0.1049, -0.0900, -0.2379, 0.0580, 0.0433, 0.1002, 0.1215, 0.1269, -0.1711, -0.2720, -0.2545, -0.1823, -0.0296, 0.0833, 0.1033, 0.0803, 0.1275, -0.2299, 0.0985, 0.0799, 0.0992, -0.2880, 0.0747, 0.7042, 0.0458, 0.0784, 0.0757, 0.0877, -0.0753, 0.1327, -0.0315, -0.2034, 0.0130, 0.1107, -0.2135, 0.1346, -0.3139, -0.3567, 0.0839, 0.0818, -0.4120, 0.1119, 0.0773, 0.1090, 0.1274, 0.0076, 0.1111, -0.0325, -0.0536, 0.0812, -0.0740, -0.0827, 0.1134, -0.3354, 0.0772, 0.1257, 0.0235, 0.1233, 0.0890, -0.0316, -0.0183, 0.0797, 0.7686, 0.1377, -0.2915, 0.8272, -0.3296, 0.8389, -0.1689, -0.3105, 0.0348, 0.0575, -0.0103, -0.0450, 0.0369, 0.0717, 0.0796, 0.1141, 0.0401, -0.4244, -0.0797, 0.1051, -0.3313, 0.0694]
}